The following is a DFT calculation (ωB97M-V/def2-TZVPD) of a 11-piece molecular cluster, C31H84O11 overall in a non-equilibrium geometry.

Geometry as XYZ:
```
126
Properties=species:S:1:pos:R:3:lowdin_charge:R:1
C -18.052 -11.882 -14.539 -0.0489
C -18.975 -11.783 -13.328 -0.4478
C -18.715 -10.495 -12.566 -0.0482
O -20.356 -11.739 -13.742 -0.0683
H -17.897 -10.892 -14.966 0.0505
H -18.427 -12.570 -15.294 0.0812
H -17.095 -12.292 -14.197 0.0788
H -18.916 -12.650 -12.672 0.1362
H -17.658 -10.456 -12.268 0.0683
H -19.265 -10.458 -11.624 0.0739
H -18.913 -9.602 -13.158 0.0578
H -20.541 -10.818 -13.981 0.0348
C -13.624 -8.279 -11.335 -0.0591
C -13.485 -9.780 -11.355 -0.4640
C -14.845 -10.433 -11.580 -0.0502
O -12.595 -10.097 -12.445 -0.0584
H -12.644 -7.791 -11.331 0.0843
H -14.125 -7.944 -10.425 0.0792
H -14.166 -7.878 -12.193 0.0557
H -13.060 -10.128 -10.408 0.1372
H -15.420 -10.335 -10.650 0.0814
H -14.778 -11.503 -11.778 0.0842
H -15.407 -9.906 -12.348 0.0402
H -12.386 -11.035 -12.398 0.0862
C -17.208 -4.425 -7.372 -0.0472
C -16.443 -3.140 -7.203 -0.4463
C -16.141 -2.775 -5.765 -0.0501
O -15.158 -3.370 -7.878 -0.0911
H -17.304 -4.699 -8.425 0.0672
H -18.226 -4.326 -6.989 0.0909
H -16.703 -5.242 -6.856 0.0864
H -16.906 -2.304 -7.732 0.1154
H -17.089 -2.661 -5.227 0.0873
H -15.657 -1.797 -5.694 0.0813
H -15.514 -3.508 -5.264 0.0872
H -14.651 -2.555 -7.795 0.0930
C -18.524 -1.966 -10.122 -0.0549
C -17.471 -0.875 -10.225 -0.4884
C -17.164 -0.603 -11.700 -0.0490
O -17.953 0.315 -9.601 -0.0470
H -18.827 -2.132 -9.084 0.0759
H -18.169 -2.938 -10.472 0.0604
H -19.414 -1.686 -10.688 0.0864
H -16.550 -1.177 -9.728 0.1141
H -16.622 0.337 -11.819 0.0829
H -18.078 -0.481 -12.285 0.0808
H -16.543 -1.409 -12.092 0.0527
H -18.871 0.450 -9.851 0.0868
C -14.511 -3.216 -11.270 -0.0461
C -14.000 -4.603 -10.916 -0.4592
C -12.630 -4.533 -10.268 -0.0522
O -14.912 -5.244 -10.015 -0.0856
H -13.766 -2.722 -11.900 0.0909
H -14.682 -2.564 -10.415 0.0659
H -15.444 -3.329 -11.825 0.0594
H -13.934 -5.243 -11.797 0.1314
H -12.274 -5.495 -9.893 0.0777
H -12.652 -3.908 -9.363 0.0795
H -11.856 -4.082 -10.892 0.0837
H -14.898 -4.762 -9.171 0.0614
C -21.059 -7.277 -10.977 -0.0411
C -21.609 -8.678 -10.817 -0.4505
C -22.283 -8.915 -9.473 -0.0446
O -22.558 -8.887 -11.887 -0.0660
H -20.374 -7.237 -11.832 0.0404
H -20.418 -7.035 -10.126 0.0923
H -21.845 -6.549 -11.157 0.0948
H -20.831 -9.438 -10.936 0.1147
H -22.676 -9.939 -9.485 0.0843
H -23.121 -8.229 -9.337 0.0874
H -21.591 -8.862 -8.637 0.0843
H -23.238 -9.495 -11.580 0.0987
C -14.991 -9.542 -15.535 -0.0514
C -14.061 -8.484 -16.118 -0.4955
C -14.274 -7.121 -15.491 -0.0550
O -12.705 -8.880 -16.020 -0.0412
H -16.026 -9.316 -15.804 0.0703
H -14.905 -9.595 -14.446 0.0571
H -14.749 -10.522 -15.943 0.0855
H -14.302 -8.442 -17.183 0.1371
H -15.324 -6.823 -15.535 0.0652
H -13.610 -6.383 -15.937 0.0825
H -14.039 -7.159 -14.419 0.0614
H -12.439 -8.863 -15.093 0.0817
C -19.410 -4.050 -17.241 -0.0592
C -18.703 -3.140 -16.254 -0.4693
C -17.900 -3.909 -15.206 -0.0561
O -17.791 -2.281 -16.978 -0.0631
H -20.272 -4.560 -16.798 0.0606
H -18.760 -4.869 -17.569 0.0810
H -19.750 -3.499 -18.116 0.0811
H -19.422 -2.469 -15.782 0.1374
H -18.520 -4.373 -14.437 0.0552
H -17.262 -3.208 -14.661 0.0762
H -17.245 -4.625 -15.708 0.0761
H -17.116 -2.839 -17.378 0.0834
C -18.168 -5.546 -11.764 -0.0504
C -17.702 -6.992 -11.745 -0.4535
C -17.100 -7.402 -13.077 -0.0398
O -16.750 -7.193 -10.693 -0.0813
H -19.080 -5.440 -12.358 0.0735
H -17.393 -4.913 -12.207 0.0747
H -18.403 -5.177 -10.765 0.0704
H -18.543 -7.643 -11.481 0.1029
H -16.125 -6.920 -13.209 0.0686
H -17.731 -6.966 -13.858 0.0705
H -16.945 -8.470 -13.178 0.0526
H -16.147 -6.429 -10.660 0.0487
C -19.734 -8.488 -15.960 -0.0351
C -20.511 -8.047 -14.736 -0.4899
C -21.308 -6.772 -14.988 -0.0339
O -21.389 -9.121 -14.392 -0.0659
H -19.368 -9.511 -15.910 0.0654
H -18.843 -7.850 -16.054 0.0747
H -20.282 -8.330 -16.890 0.0848
H -19.799 -7.882 -13.914 0.0935
H -21.989 -6.616 -14.150 0.0782
H -21.915 -6.894 -15.887 0.0881
H -20.627 -5.933 -15.136 0.0554
H -21.893 -8.900 -13.587 0.0561
C -17.006 -8.772 -7.819 -0.1571
O -17.658 -9.246 -8.986 -0.1474
H -15.943 -9.046 -7.812 0.0751
H -17.084 -7.684 -7.746 0.0619
H -17.473 -9.262 -6.967 0.0753
H -17.334 -8.728 -9.738 0.0217
```

Structure (SMILES) = CC(C)O.CC(C)O.CC(C)O.CC(C)O.CC(C)O.CC(C)O.CC(C)O.CC(C)O.CC(C)O.CC(C)O.CO
ΔE to the lowest compared entry with this formula, charge and spin = 0.0 kJ/mol
HOMO = -0.3469 Ha
Kohn-Sham gap = 0.3611 hartree
Total charge = 0